9 unconnected molecules or ions with the total composition C30H84N6O9 in a non-equilibrium geometry, computed with wB97M-V/def2-TZVPD.

## Properties
E_HOMO: -8.040 eV
Spin multiplicity: 1
Energy above the lowest of the compared OMol25 structures with the same formula, charge and spin: 78.88 kcal/mol
SMILES: COC[C@H](C)N.COC[C@H](C)N.COC[C@H](C)N.COC[C@H](C)N.COC[C@H](C)N.COC[C@H](C)N.CCO.CCO.CCO
Gap between HOMO and LUMO: 8.68 eV
F_max: 3.24 eV/Å
Lowest unoccupied orbital energy: 0.6 eV

```
129
C30H84N6O9 | the OMol25 dataset | wB97M-V/def2-TZVPD
C 0.32 12.96 12.26
C 0.68 11.47 12.42
C 1.97 11.10 11.72
O 1.81 11.28 10.33
C 2.94 11.09 9.55
N 0.81 11.21 13.86
H -0.74 13.07 12.06
H 0.87 13.35 11.40
H 0.56 13.59 13.11
H -0.12 10.90 11.94
H 2.25 10.05 11.93
H 2.82 11.68 12.09
H 3.69 11.88 9.67
H 2.65 11.11 8.50
H 3.37 10.10 9.73
H 0.76 10.21 14.04
H -0.05 11.55 14.30
C -5.54 14.96 16.25
C -5.72 16.49 16.27
C -4.64 17.14 15.40
O -4.53 18.53 15.62
C -3.64 19.13 14.70
N -7.09 16.75 15.75
H -6.27 14.51 16.93
H -4.53 14.72 16.59
H -5.68 14.52 15.26
H -5.55 16.85 17.29
H -4.90 16.94 14.35
H -3.68 16.70 15.67
H -4.05 19.08 13.69
H -2.69 18.58 14.68
H -3.43 20.13 15.06
H -7.40 17.64 16.12
H -7.63 16.09 16.32
C -2.61 10.26 12.11
C -4.11 9.98 12.38
C -4.76 11.11 13.14
O -4.07 11.37 14.35
C -4.70 12.34 15.17
N -4.85 9.83 11.13
H -2.54 11.27 11.72
H -2.23 9.57 11.36
H -2.05 10.17 13.04
H -4.22 9.02 12.89
H -5.80 10.84 13.35
H -4.75 12.04 12.55
H -4.36 12.16 16.19
H -5.77 12.11 15.20
H -4.48 13.35 14.81
H -4.71 10.65 10.54
H -4.49 9.06 10.58
C -1.90 8.32 5.54
C -1.72 9.83 5.41
C -0.84 10.41 6.54
O -1.61 10.60 7.70
C -0.89 11.09 8.81
N -1.14 10.08 4.10
H -2.44 7.95 4.67
H -2.55 8.14 6.40
H -0.97 7.77 5.64
H -2.70 10.30 5.49
H -0.31 11.31 6.17
H -0.02 9.72 6.78
H -0.63 12.15 8.66
H 0.04 10.55 9.02
H -1.47 11.01 9.73
H -0.94 11.08 4.01
H -0.20 9.68 4.00
C -6.31 17.80 11.84
C -7.11 16.49 11.76
C -6.98 15.85 10.40
O -7.83 14.74 10.33
C -7.67 13.97 9.13
N -6.63 15.60 12.82
H -5.25 17.57 11.89
H -6.61 18.33 12.75
H -6.50 18.47 11.00
H -8.17 16.73 11.88
H -5.92 15.64 10.20
H -7.20 16.62 9.64
H -6.61 13.78 8.95
H -8.15 14.53 8.33
H -8.17 13.03 9.33
H -7.18 14.75 12.71
H -6.92 15.92 13.74
C -2.17 13.61 15.29
C -1.82 12.41 16.13
C -2.64 12.26 17.40
O -2.08 11.19 18.14
C -2.72 10.93 19.38
N -1.93 11.24 15.23
H -2.14 14.53 15.88
H -3.17 13.54 14.88
H -1.51 13.79 14.45
H -0.75 12.38 16.36
H -3.73 12.20 17.25
H -2.52 13.13 18.07
H -3.66 10.40 19.20
H -2.87 11.88 19.91
H -1.96 10.42 19.97
H -1.78 10.37 15.74
H -2.81 11.20 14.72
C -6.39 11.14 7.96
C -4.95 10.89 7.56
O -4.08 11.35 8.58
H -7.06 10.78 7.18
H -6.55 12.21 8.14
H -6.57 10.57 8.87
H -4.69 11.35 6.60
H -4.82 9.80 7.49
H -3.16 11.13 8.29
C -1.60 16.37 8.53
C -0.71 17.46 7.96
O -1.05 17.67 6.59
H -1.50 16.22 9.60
H -1.36 15.39 8.10
H -2.66 16.44 8.27
H 0.34 17.16 7.99
H -0.74 18.37 8.57
H -1.43 18.55 6.49
C -3.28 13.76 10.63
C -3.83 13.71 12.06
O -3.86 14.98 12.71
H -3.97 14.33 10.01
H -3.31 12.77 10.16
H -2.30 14.24 10.62
H -3.25 13.00 12.65
H -4.90 13.45 12.06
H -4.81 15.23 12.73
```

=====

A molecular structure, C4H5NO2, computed with wB97M-V/def2-TZVPD.

## Properties
E_HOMO: -6.999 eV
Spin multiplicity: 1
Energy above the lowest of the compared OMol25 structures with the same formula, charge and spin: 108.52 kcal/mol
Gap between HOMO and LUMO: 7.42 eV
F_max: 0.44 eV/Å
Lowest unoccupied orbital energy: 0.4 eV

```
12
C4H5NO2 | the OMol25 dataset | wB97M-V/def2-TZVPD
N -0.77 0.11 1.31
C 0.37 0.51 0.70
C -0.06 -0.89 -0.77
C -1.18 -0.17 -0.18
C 1.06 -0.56 -0.07
O 0.86 1.76 0.68
O -0.25 -1.69 -1.83
H 0.27 2.37 1.16
H 0.61 -1.98 -2.17
H -1.34 0.86 1.70
H -1.56 0.72 -0.69
H 2.00 -1.04 0.15
```

=====

2 unconnected molecules or ions with the total composition C21H27N3O7S in a non-equilibrium geometry, computed with wB97M-V/def2-TZVPD.

## Properties
E_HOMO: -8.938 eV
Spin multiplicity: 1
Energy above the lowest of the compared OMol25 structures with the same formula, charge and spin: 21.13 kcal/mol
SMILES: CS(=O)(=O)NCc1cccc(-c2cccc(C(=O)O)c2)c1.CNC(=O)[C@H](CO)NC(C)=O
Gap between HOMO and LUMO: 8.92 eV
F_max: 2.92 eV/Å
Lowest unoccupied orbital energy: 0.0 eV

```
59
C21H27N3O7S | the OMol25 dataset | wB97M-V/def2-TZVPD
O -4.03 0.79 -1.67
O 1.72 -6.26 -4.22
O 2.85 -2.12 -2.35
O -2.36 3.53 7.08
O -0.10 4.11 7.83
O -3.20 -0.44 -3.37
O -1.07 -2.90 -3.52
C -3.08 0.43 -2.34
C 0.83 -6.13 -3.39
C 2.51 -3.29 -2.32
C 0.64 1.10 -2.54
C 1.17 4.88 1.72
C -0.64 0.67 -2.87
C 0.86 1.84 -1.38
C 0.97 4.04 0.62
C -1.50 1.71 -0.86
C 0.41 4.71 2.87
C -0.74 2.85 1.84
C -1.73 0.94 -2.02
C -0.21 2.17 -0.53
C 0.01 3.02 0.66
C -0.54 3.68 2.96
N 3.27 -4.12 -1.59
N 0.59 -4.99 -2.74
N -0.47 3.71 5.37
C -0.05 -7.31 -3.04
C 3.19 -5.55 -1.35
C -1.36 3.51 4.22
C 0.17 -2.58 -2.92
C -1.44 6.01 6.47
C 1.21 -3.70 -3.07
S -1.13 4.28 6.81
H -4.15 -0.62 -3.42
H -1.66 -2.13 -3.47
H 1.48 0.85 -3.19
H 1.92 5.67 1.67
H -0.79 0.11 -3.79
H 1.87 2.15 -1.14
H 1.56 4.21 -0.27
H -2.34 1.97 -0.22
H 0.58 5.38 3.71
H -1.48 2.06 1.90
H 4.06 -3.64 -1.18
H -0.21 -4.97 -2.13
H 0.05 2.87 5.60
H 0.07 -7.55 -1.99
H -1.09 -7.05 -3.24
H 0.24 -8.16 -3.66
H 2.24 -5.81 -0.89
H 3.32 -6.10 -2.28
H 3.99 -5.86 -0.67
H -2.17 4.24 4.22
H -1.81 2.51 4.27
H 0.02 -2.37 -1.87
H 0.57 -1.68 -3.40
H -1.80 6.49 7.38
H -2.18 6.11 5.68
H -0.50 6.48 6.16
H 1.48 -3.74 -4.13
```

=====

11 unconnected molecules or ions with the total composition C19H52ClN12O20P in a non-equilibrium geometry, computed with wB97M-V/def2-TZVPD.

## Properties
E_HOMO: -7.678 eV
Spin multiplicity: 1
SMILES: CC(C)=N[PH2](CCCN)C[C@@H](C)Cl.C[N+](=O)[O-].C[N+](=O)[O-].C[N+](=O)[O-].C[N+](=O)[O-].C[N+](=O)[O-].C[N+](=O)[O-].C[N+](=O)[O-].C[N+](=O)[O-].C[N+](=O)[O-].C[N+](=O)[O-]
Gap between HOMO and LUMO: 7.39 eV
F_max: 2.61 eV/Å
Lowest unoccupied orbital energy: -0.3 eV

```
105
C19H52ClN12O20P | the OMol25 dataset | wB97M-V/def2-TZVPD
C -0.71 -1.77 -1.52
C 0.37 -0.87 -2.21
C 1.85 -1.39 -2.14
N 0.18 0.22 -2.86
P -1.28 1.17 -2.39
C -0.38 2.72 -3.09
C 1.10 2.88 -2.57
C 1.30 2.63 -1.05
N 0.64 3.64 -0.20
C -2.83 2.26 -2.10
C -4.17 1.56 -1.62
C -4.12 0.01 -1.43
Cl -4.70 2.28 -0.02
H -0.92 -1.35 -0.50
H -0.24 -2.76 -1.36
H -1.68 -1.82 -2.05
H 2.49 -0.61 -2.61
H 2.17 -1.65 -1.11
H 1.90 -2.26 -2.85
H -1.12 0.91 -1.00
H -2.04 0.39 -3.33
H -0.33 2.57 -4.19
H -0.96 3.62 -2.81
H 1.38 3.95 -2.74
H 1.82 2.26 -3.14
H 0.96 1.62 -0.71
H 2.40 2.64 -0.86
H 0.46 4.49 -0.73
H -0.22 3.26 0.17
H -2.63 3.10 -1.39
H -3.09 2.77 -3.07
H -4.96 1.82 -2.36
H -3.31 -0.26 -0.73
H -5.12 -0.37 -1.11
H -3.94 -0.45 -2.43
C -2.68 2.75 2.80
N -1.43 1.97 2.72
O -0.74 1.86 3.71
O -1.16 1.46 1.64
H -2.79 3.13 3.81
H -2.61 3.57 2.09
H -3.50 2.08 2.55
C 4.80 5.61 -1.07
N 3.85 5.75 -2.20
O 4.09 5.13 -3.21
O 2.90 6.48 -2.03
H 5.59 4.93 -1.36
H 5.20 6.59 -0.85
H 4.24 5.21 -0.22
C 2.07 1.77 2.66
N 3.32 0.97 2.54
O 4.01 0.85 3.54
O 3.57 0.48 1.46
H 1.98 2.14 3.67
H 2.14 2.59 1.95
H 1.24 1.12 2.41
C -1.85 7.35 1.41
N -1.89 6.07 2.15
O -2.98 5.61 2.43
O -0.83 5.56 2.43
H -2.87 7.69 1.23
H -1.31 8.07 2.03
H -1.33 7.17 0.47
C -0.11 -1.29 3.35
N 0.01 -2.64 2.75
O -0.75 -3.50 3.13
O 0.88 -2.79 1.91
H -0.92 -1.30 4.08
H 0.84 -1.05 3.84
H -0.33 -0.59 2.55
C -0.52 6.04 -6.00
N -1.45 5.06 -5.37
O -1.31 3.90 -5.67
O -2.28 5.51 -4.61
H 0.16 5.50 -6.66
H -1.13 6.75 -6.56
H 0.02 6.54 -5.20
C -2.50 -4.97 0.48
N -2.77 -4.21 -0.76
O -2.47 -4.72 -1.82
O -3.28 -3.11 -0.63
H -2.05 -5.92 0.21
H -1.81 -4.38 1.08
H -3.44 -5.13 0.99
C 3.51 -4.22 3.04
N 3.79 -5.16 4.16
O 4.54 -4.78 5.03
O 3.24 -6.24 4.13
H 4.07 -3.31 3.20
H 3.84 -4.71 2.12
H 2.44 -4.03 3.02
C -1.38 -8.51 2.36
N -2.61 -8.27 1.57
O -3.28 -7.30 1.85
O -2.86 -9.07 0.69
H -1.29 -7.73 3.11
H -1.48 -9.49 2.84
H -0.54 -8.50 1.68
C 3.23 -8.03 1.30
N 3.01 -7.16 0.11
O 3.54 -6.07 0.11
O 2.32 -7.61 -0.77
H 3.86 -7.50 2.01
H 2.25 -8.23 1.74
H 3.70 -8.94 0.96
```

=====

- Look up the F_max of the second one.
  0.44 eV/Å

=====

- Look up the E_HOMO of the first one.
  -8.040 eV

=====

- Which of these has the highest lowest unoccupied orbital energy?
  C30H84N6O9

=====

- gap between HOMO and LUMO of number 2 (C4H5NO2)?
  7.42 eV